Record 1
Below is a molecular structure, C5H7N5O3P, with properties calculated with ωB97M-V/def2-TZVPD.

The geometry in ORCA input format:
```
! RIJCOSX wB97M-V def2-TZVPD def2/J DEFGRID3
* xyz 1 1
C -2.6429 -0.3101 -0.5469
C 1.5448 -1.4684 -0.5057
C -0.5599 -0.4489 0.1829
C -1.1590 1.0932 0.3683
C -0.0191 -1.6886 1.2709
N -1.6646 -1.0930 -0.4476
N -2.3965 0.9988 -0.0880
N 1.0465 -2.0962 0.7053
N 0.5944 -0.3631 -0.7124
N -0.5203 2.0708 0.9065
O 2.7611 -0.8328 -0.3318
O 2.5341 1.6171 -1.2147
O 1.8832 1.0304 1.2649
P 2.2385 0.7266 -0.1204
H -3.5993 -0.5774 -0.9575
H 1.6039 -2.2017 -1.3228
H -3.0816 1.7429 -0.1180
H 1.5731 -2.8594 1.1184
H 0.3308 -0.2404 -1.6908
H 0.4547 1.9034 1.2379
H -0.9221 2.9969 1.0015
*
```

Computed properties:
LUMO level, eV: -4.46
Highest occupied orbital energy, eV: -13.2144

These are the Mulliken partial charges, in e, on atoms 1 to 6: atom 1 (C): -0.33, atom 2 (C): 0.04, atom 3 (C): 1.17, atom 4 (C): 0.29, atom 5 (C): -0.66, atom 6 (N): -0.55

Record 2
Below is C15H22N2O3 in the gas phase, with properties calculated with ωB97M-V/def2-TZVPD.

The geometry in ORCA input format:
```
! RIJCOSX wB97M-V def2-TZVPD def2/J DEFGRID3
* xyz 0 1
C -3.0209 2.3786 -1.1233
C -1.6747 1.6355 -1.2714
N -0.5332 2.5970 -1.1914
C -0.2022 3.3211 -2.4579
C 1.0860 2.8186 -3.0260
C 0.1864 2.8382 -0.0257
O 0.9670 3.7521 0.0526
C 0.0365 2.0176 1.2695
C 1.0063 0.8392 1.1832
C 0.9003 -0.2079 2.2896
O 1.1421 0.5196 3.5379
C -0.5142 -0.8365 2.2822
N -1.3258 -0.8045 3.3671
O -1.0394 -1.2358 1.2362
C 1.9648 -1.3064 2.1030
C 2.3491 -1.8264 0.8374
C 3.3254 -2.7976 0.6598
C 3.9625 -3.2993 1.7992
C 3.5255 -2.9229 3.0714
C 2.5455 -1.9349 3.2164
H -3.8558 1.6775 -1.0701
H -3.1085 3.0144 -1.9842
H -2.9804 3.0011 -0.2016
H -1.5838 0.8693 -0.5034
H -1.6366 1.1376 -2.2403
H -0.0674 4.3700 -2.2015
H -1.0295 3.2383 -3.1891
H 1.2515 3.3276 -3.9799
H 1.9575 3.0633 -2.3885
H 1.0137 1.7552 -3.2095
H -0.9819 1.6997 1.4084
H 0.3105 2.6342 2.1385
H 2.0382 1.2138 1.2159
H 0.8043 0.3982 0.2292
H 1.9788 0.9804 3.4887
H -0.9095 -0.7767 4.2922
H -2.2221 -1.2681 3.2287
H 1.8877 -1.4602 -0.0782
H 3.5914 -3.1905 -0.3051
H 4.8082 -3.9548 1.6527
H 4.0276 -3.3945 3.8945
H 2.2448 -1.6559 4.2182
*
```

Computed properties:
LUMO level, eV: 0.72
Structure (SMILES): CCN(CC)C(=O)CC[C@@](O)(C(N)=O)c1ccccc1
Highest occupied orbital energy, eV: -8.9616

These are the Mulliken partial charges, in e, on atoms 1 to 6: atom 1 (C): -1.15, atom 2 (C): -0.51, atom 3 (N): 0.33, atom 4 (C): -0.64, atom 5 (C): -1.13, atom 6 (C): 0.31

Record 3
Below is C4H7FO in the gas phase, with properties calculated with ωB97M-V/def2-TZVPD.

The geometry in ORCA input format:
```
! RIJCOSX wB97M-V def2-TZVPD def2/J DEFGRID3
* xyz 0 1
C -1.1993 0.4009 1.1374
C 0.1671 0.8174 0.5377
C 0.7673 -0.4666 0.0058
O 1.2124 -1.3685 0.7275
C 0.7569 -0.7316 -1.5077
F -0.0401 0.2331 -2.1097
H -1.2975 -0.6451 1.2764
H -1.3608 0.8216 2.1479
H -2.0789 0.6673 0.5648
H 0.0813 1.5709 -0.3316
H 0.9352 1.2421 1.2164
H 1.7798 -0.8971 -1.9812
H 0.2767 -1.6444 -1.6838
*
```

Computed properties:
LUMO level, eV: 0.89
Structure (SMILES): CCC(=O)CF
Highest occupied orbital energy, eV: -9.9295

These are the Mulliken partial charges, in e, on atoms 1 to 6: atom 1 (C): -1.14, atom 2 (C): -0.09, atom 3 (C): 0.33, atom 4 (O): -0.57, atom 5 (C): -0.29, atom 6 (F): -0.29

Record 4
Below is 3 unconnected molecules or ions with the total composition C4H17N2O2, with properties calculated with ωB97M-V/def2-TZVPD.

The geometry in ORCA input format:
```
! RIJCOSX wB97M-V def2-TZVPD def2/J DEFGRID3
* xyz 1 1
N 0.7799 1.0840 -0.9690
C -0.2009 0.7669 0.1209
C 0.0129 1.4190 1.4318
C -0.2522 -0.8556 0.3981
N -0.7080 -1.5988 -0.6987
C -0.8232 -3.0062 -0.2501
H 1.4902 0.2018 -0.9791
H 0.2135 1.2426 -1.8148
H 1.3241 1.9370 -0.8400
H -1.1484 0.9471 -0.4380
H 0.3911 2.4117 1.2801
H 0.7400 0.9102 2.1027
H -0.9165 1.5899 2.0133
H 0.8035 -0.9707 0.6921
H -0.8520 -0.8674 1.3156
H -0.1810 -1.5025 -1.5443
H -1.4574 -3.5210 -0.9493
H 0.1392 -3.5402 -0.2155
H -1.3357 -3.0570 0.6690
H -3.9084 0.9725 -0.4453
H -3.0079 2.1626 -0.6740
O -3.0877 1.3614 -0.1450
H 4.0399 0.0954 0.5951
H 4.2392 1.2930 -0.4595
O 3.7057 0.5244 -0.1961
*
```

Computed properties:
LUMO level, eV: -3.25
Highest occupied orbital energy, eV: -12.4845

These are the Mulliken partial charges, in e, on atoms 1 to 6: atom 1 (N): -0.21, atom 2 (C): 0.36, atom 3 (C): -1.42, atom 4 (C): -0.97, atom 5 (N): -0.33, atom 6 (C): -0.98

Record 5
Below is a gas-phase ion, C5H7Cl2N2S (charge +1), with properties calculated with ωB97M-V/def2-TZVPD.

The geometry in ORCA input format:
```
! RIJCOSX wB97M-V def2-TZVPD def2/J DEFGRID3
* xyz 1 1
C 1.4573 1.4858 1.2008
C 2.6576 -0.2836 -0.0815
C 0.1110 1.7972 0.5742
C -0.5538 0.7120 -0.2017
C -1.9233 -1.8146 -0.1902
N 2.2842 0.6752 0.8146
N 3.2657 -0.0223 -1.1215
S -1.4163 -0.3725 0.8118
Cl 2.2017 -1.8949 0.5542
Cl -0.2098 0.5682 -1.7551
H 1.6899 2.2134 1.9762
H -0.6505 2.1567 1.1592
H 0.4744 2.5544 -0.1372
H -1.1210 -2.3721 -0.4555
H -2.4742 -1.4401 -1.0979
H -2.5625 -2.3763 0.5598
H 3.5666 -0.5511 -1.9546
*
```

Computed properties:
LUMO level, eV: -6.22
Highest occupied orbital energy, eV: -13.1193

These are the Mulliken partial charges, in e, on atoms 1 to 6: atom 1 (C): -0.03, atom 2 (C): 0.44, atom 3 (C): -0.99, atom 4 (C): 0.52, atom 5 (C): -0.86, atom 6 (N): -0.31

Summary of ΔE to the lowest compared entry with this formula, charge and spin in kcal/mol
44.0, 31.7, 15.5, 52.7, 2.3
(order as listed above)
Summary of DFT total energy in Eh
-1035.34420, -920.02812, -331.68465, -422.30872, -1622.44251
(order as listed above)